Record 1
{
  "formula": "C27H44N3P3SW",
  "method": "ωB97M-V/def2-TZVPD",
  "symbols": ["W", "P", "P", "P", "H", "C", "C", "H", "C", "C", "C", "C", "C", "C", "C", "C", "C", "H", "H", "H", "H", "H", "H", "H", "H", "H", "H", "H", "H", "H", "H", "H", "H", "H", "H", "H", "H", "H", "H", "H", "H", "H", "H", "H", "H", "H", "C", "C", "C", "C", "C", "C", "S", "H", "H", "H", "H", "H", "H", "N", "C", "C", "C", "C", "C", "C", "C", "N", "C", "C", "N", "C", "H", "H", "H", "H", "H", "H", "H"],
  "positions_angstrom": [[-0.388, 2.219, -0.893], [0.087, 0.258, -2.179], [0.710, 1.207, 1.210], [1.457, 3.696, -1.035], [-2.542, 4.499, -2.572], [-1.473, 4.565, -2.779], [-0.927, 3.563, -3.536], [-1.594, 2.741, -3.824], [-1.252, -0.841, -2.697], [1.247, -0.977, -1.493], [0.922, 0.895, -3.660], [0.549, 2.092, 2.811], [0.052, -0.427, 1.718], [2.499, 0.823, 1.355], [1.760, 4.892, -2.404], [3.169, 2.945, -1.060], [1.610, 4.759, 0.474], [-1.072, 5.585, -2.619], [-0.113, 3.745, -4.248], [-2.153, -0.264, -2.923], [-1.478, -1.554, -1.881], [-0.924, -1.394, -3.591], [0.696, -1.735, -0.920], [2.004, -0.518, -0.848], [1.745, -1.467, -2.342], [0.377, 1.738, -4.102], [0.972, 0.062, -4.376], [1.941, 1.228, -3.418], [1.321, 1.719, 3.491], [-0.406, 1.879, 3.288], [0.659, 3.174, 2.712], [0.850, -0.977, 2.235], [-0.289, -1.016, 0.866], [-0.782, -0.309, 2.415], [2.639, 0.254, 2.282], [3.101, 1.733, 1.443], [2.864, 0.204, 0.533], [2.541, 5.621, -2.096], [0.848, 5.446, -2.696], [2.107, 4.336, -3.281], [3.917, 3.699, -0.760], [3.419, 2.585, -2.070], [3.270, 2.097, -0.379], [2.234, 5.629, 0.211], [2.084, 4.242, 1.325], [0.630, 5.137, 0.798], [-3.065, 0.980, 0.487], [-2.122, 1.656, 1.269], [-1.679, 2.942, 0.844], [-2.081, 3.407, -0.429], [-2.500, 2.425, -1.385], [-2.871, 1.131, -0.908], [-4.603, 0.407, 1.184], [-4.188, -0.179, 2.319], [-1.961, 1.315, 2.290], [-1.218, 3.644, 1.536], [-2.065, 4.468, -0.614], [-2.763, 2.630, -2.417], [-3.383, 0.495, -1.628], [2.710, -9.160, 4.557], [2.033, -8.416, 3.954], [1.198, -7.510, 3.228], [0.172, -6.808, 3.873], [-0.626, -5.903, 3.160], [-0.364, -5.691, 1.797], [0.651, -6.401, 1.142], [1.415, -7.318, 1.861], [-1.046, -4.665, 1.112], [-2.097, -3.892, 1.581], [-2.332, -2.931, 0.658], [-1.422, -3.036, -0.369], [-0.685, -4.116, -0.109], [-0.015, -6.954, 4.937], [-1.416, -5.342, 3.667], [0.850, -6.234, 0.081], [2.193, -7.885, 1.356], [-2.584, -4.114, 2.517], [-3.110, -2.180, 0.682], [0.085, -4.552, -0.716]],
  "e_lumo_ev": [-15.1, -15.3],
  "multiplicity": 3,
  "molar_mass_g_mol": 719.50,
  "total_charge": 4,
  "s2": 2.109
}


Record 2
{
  "formula": "C27H44N3P3SYb",
  "method": "ωB97M-V/def2-TZVPD",
  "symbols": ["Yb", "P", "P", "P", "H", "C", "C", "H", "C", "C", "C", "C", "C", "C", "C", "C", "C", "H", "H", "H", "H", "H", "H", "H", "H", "H", "H", "H", "H", "H", "H", "H", "H", "H", "H", "H", "H", "H", "H", "H", "H", "H", "H", "H", "H", "H", "C", "C", "C", "C", "C", "C", "S", "H", "H", "H", "H", "H", "H", "N", "C", "C", "C", "C", "C", "C", "C", "N", "C", "C", "N", "C", "H", "H", "H", "H", "H", "H", "H"],
  "positions_angstrom": [[0.336, -2.642, -1.647], [-0.491, 2.788, 0.344], [-2.707, -0.942, -0.408], [3.018, 0.777, -0.359], [2.229, -2.244, -4.069], [2.530, -2.351, -3.016], [2.250, -3.521, -2.384], [2.030, -4.418, -2.990], [-0.592, 4.530, -0.194], [-2.212, 2.290, 0.678], [0.372, 2.856, 1.941], [-2.672, -2.725, -0.854], [-3.819, -1.079, 1.059], [-3.947, -0.305, -1.599], [4.606, 0.258, -1.134], [3.475, 0.928, 1.441], [2.926, 2.487, -1.033], [3.483, -1.844, -2.797], [2.607, -3.672, -1.320], [-0.668, 5.205, 0.673], [-1.472, 4.655, -0.844], [0.327, 4.744, -0.765], [-2.735, 2.972, 1.375], [-2.266, 1.283, 1.127], [-2.773, 2.303, -0.272], [-0.176, 3.468, 2.682], [1.360, 3.317, 1.779], [0.490, 1.845, 2.358], [-3.635, -3.188, -0.586], [-1.871, -3.191, -0.246], [-2.478, -2.872, -1.930], [-4.269, -0.085, 1.214], [-3.232, -1.376, 1.945], [-4.600, -1.829, 0.849], [-4.953, -0.693, -1.384], [-3.647, -0.551, -2.625], [-3.939, 0.789, -1.482], [5.454, 0.751, -0.632], [4.619, 0.491, -2.211], [4.691, -0.834, -1.028], [4.491, 1.338, 1.575], [3.435, -0.082, 1.896], [2.737, 1.556, 1.976], [3.918, 2.907, -1.222], [2.368, 3.161, -0.377], [2.391, 2.436, -1.991], [0.006, -0.152, -3.825], [-0.820, 0.897, -4.352], [-2.091, 0.650, -4.864], [-2.665, -0.634, -4.816], [-1.843, -1.697, -4.371], [-0.514, -1.481, -3.940], [1.451, 0.229, -3.046], [0.310, 2.297, -0.796], [-0.481, 1.936, -4.242], [-2.678, 1.478, -5.281], [-3.720, -0.805, -5.086], [-2.275, -2.715, -4.351], [0.202, -2.337, -3.777], [-0.297, 0.882, 8.959], [-0.179, 0.535, 7.846], [-0.006, 0.007, 6.514], [-0.827, 0.391, 5.439], [-0.641, -0.185, 4.176], [0.352, -1.155, 4.004], [1.178, -1.531, 5.068], [0.996, -0.951, 6.327], [0.624, -1.711, 2.732], [1.605, -2.669, 2.442], [1.454, -3.017, 1.135], [0.451, -2.223, 0.588], [-0.017, -1.452, 1.570], [-1.601, 1.142, 5.606], [-1.232, 0.153, 3.327], [2.007, -2.222, 4.936], [1.641, -1.248, 7.167], [2.214, -3.106, 3.207], [1.954, -3.809, 0.573], [-0.847, -0.772, 1.412]],
  "e_lumo_ev": [-8.7, -10.8],
  "multiplicity": 2,
  "molar_mass_g_mol": 708.70,
  "total_charge": 3,
  "s2": 0.780,
  "de_lowest_kcal_mol": 14.85
}


Record 3
{
  "formula": "C27H44O2",
  "method": "ωB97M-V/def2-TZVPD",
  "symbols": ["C", "C", "C", "C", "C", "C", "C", "C", "C", "C", "C", "C", "C", "C", "C", "C", "C", "C", "C", "C", "C", "C", "C", "C", "C", "O", "C", "C", "O", "H", "H", "H", "H", "H", "H", "H", "H", "H", "H", "H", "H", "H", "H", "H", "H", "H", "H", "H", "H", "H", "H", "H", "H", "H", "H", "H", "H", "H", "H", "H", "H", "H", "H", "H", "H", "H", "H", "H", "H", "H", "H", "H", "H"],
  "positions_angstrom": [[-3.928, -1.788, -2.154], [-4.474, -1.335, -1.027], [-3.772, -0.560, -0.006], [-2.737, 0.247, -0.312], [-2.061, 1.133, 0.598], [-0.902, 1.788, 0.432], [-0.474, 2.804, 1.464], [0.918, 2.524, 2.038], [1.951, 2.344, 0.928], [1.496, 1.287, -0.079], [1.411, -0.080, 0.599], [2.340, 1.274, -1.372], [3.773, 0.710, -1.288], [4.647, 1.432, -2.318], [3.908, -0.807, -1.485], [5.192, -1.387, -0.885], [5.150, -1.482, 0.639], [6.369, -2.188, 1.243], [6.131, -2.455, 2.729], [7.646, -1.369, 1.065], [1.406, 0.644, -2.427], [-0.025, 0.763, -1.864], [0.117, 1.696, -0.661], [-4.394, -0.703, 1.352], [-5.803, -0.083, 1.335], [-5.734, 1.321, 1.454], [-6.571, -0.499, 0.062], [-5.919, -1.658, -0.692], [-6.028, -2.832, 0.099], [-4.504, -2.347, -2.874], [-2.893, -1.625, -2.399], [-2.425, 0.281, -1.343], [-2.587, 1.329, 1.525], [-0.457, 3.788, 0.982], [-1.200, 2.848, 2.278], [1.214, 3.356, 2.681], [0.880, 1.629, 2.660], [2.090, 3.298, 0.411], [2.911, 2.063, 1.367], [1.205, -0.865, -0.120], [0.608, -0.092, 1.331], [2.346, -0.308, 1.106], [2.460, 2.330, -1.642], [4.153, 0.962, -0.293], [5.666, 1.053, -2.298], [4.683, 2.500, -2.115], [4.249, 1.285, -3.319], [3.901, -1.021, -2.557], [3.065, -1.329, -1.037], [5.338, -2.393, -1.288], [6.046, -0.785, -1.194], [4.253, -2.038, 0.927], [5.075, -0.483, 1.074], [6.499, -3.151, 0.736], [5.990, -1.517, 3.264], [5.244, -3.068, 2.874], [6.980, -2.974, 3.167], [8.485, -1.869, 1.544], [7.887, -1.240, 0.013], [7.531, -0.385, 1.516], [1.498, 1.169, -3.377], [1.655, -0.399, -2.607], [-0.382, -0.215, -1.547], [-0.716, 1.161, -2.607], [0.237, 2.715, -1.057], [-3.805, -0.223, 2.131], [-4.490, -1.762, 1.596], [-6.348, -0.408, 2.225], [-5.156, 1.652, 0.755], [-7.593, -0.780, 0.317], [-6.615, 0.358, -0.614], [-6.473, -1.813, -1.634], [-5.577, -3.549, -0.359]],
  "e_lumo_ev": 0.5,
  "molar_mass_g_mol": 400.65,
  "total_charge": 0,
  "de_lowest_kcal_mol": 7.70
}